C54H46AsIN5O2P2S2Sc | ωB97M-V/def2-TZVPD

Calculated values
relative energy (zero: lowest compared OMol25 entry of this formula, charge and spin): 0.0 kJ/mol
frontier orbital gap: 7.298 eV
E_tot: -198183.78162 eV
molecular weight: 1169.86 g mol⁻¹
net charge: 0
lowest unoccupied orbital energy: 0.002 Ha
highest occupied orbital energy: -7.243 eV

Geometry as XYZ:
```
114
Properties=species:S:1:pos:R:3:mulliken_charge:R:1
Sc 0.0666 12.4447 18.4047 0.954
S 1.0617 10.0993 18.1625 0.623
C -0.0997 8.8491 17.6677 -0.078
C 0.1160 7.5379 18.0277 -0.898
C -0.7666 6.5596 17.6133 -0.710
C -1.9135 6.8683 16.8696 -0.762
C -2.1524 8.1630 16.5480 -0.486
C -1.2103 9.1374 16.8499 -0.406
As -1.3944 10.9446 16.2692 1.314
C -0.6655 10.9630 14.5446 0.226
C -0.6360 9.8638 13.6736 -0.188
C -0.0170 9.9762 12.4132 -0.736
C 0.4968 11.2043 12.0273 -0.691
C 0.5171 12.3010 12.9102 -0.793
C -0.0880 12.1515 14.1377 -0.084
C -3.3207 11.0301 15.9456 -0.189
C -4.1108 10.9067 17.0901 -0.599
C -5.5169 10.8999 17.0317 -0.937
C -6.1486 11.0347 15.8023 -0.445
C -5.3989 11.1348 14.6709 -0.610
C -4.0015 11.1490 14.7448 -0.370
H 0.9572 7.2736 18.6242 0.569
H -0.6927 5.5285 17.9103 0.376
H -2.6255 6.0741 16.6449 0.384
H -3.0990 8.3401 16.0860 0.444
H -1.1115 8.9350 14.0300 0.328
H 0.0298 9.1121 11.7585 0.411
H 0.8251 11.2598 11.0141 0.389
H 1.0004 13.2253 12.5731 0.512
H -0.0471 12.9713 14.8949 0.092
H -3.6597 10.8396 18.0351 0.692
H -6.0553 10.9130 17.9386 0.486
H -7.2098 11.0938 15.7137 0.401
H -5.8683 11.1940 13.6603 0.326
H -3.4643 11.2200 13.8016 0.400
O -1.8887 12.5042 18.8339 0.332
C -2.4526 13.2915 19.7089 0.376
C -3.6042 14.0121 19.3977 -0.218
C -4.2484 14.7667 20.3028 -0.682
C -3.7488 14.9349 21.6121 -1.194
C -2.6166 14.2511 21.9486 -0.782
C -1.9679 13.3894 21.0243 0.583
C -0.8028 12.6206 21.3948 -0.021
N 0.0289 11.9650 20.6191 1.077
C 0.8887 11.2970 21.3987 -0.465
C 0.6353 11.5344 22.7222 -1.385
N -0.4421 12.4143 22.7089 0.200
H -4.0219 13.8344 18.4081 0.267
H -5.1729 15.2806 20.0063 0.424
H -4.2819 15.5328 22.3572 0.410
H -2.1583 14.3012 22.9594 0.246
H 1.6285 10.6122 20.9424 0.595
H 1.1505 11.1082 23.6161 0.355
H -0.8977 12.8744 23.4911 0.247
N 3.4714 13.6155 20.0940 0.647
P 2.0028 14.5293 19.9667 0.969
C 2.5095 16.0889 19.1805 0.355
C 2.5897 17.3208 19.8900 -0.869
C 2.7981 18.5145 19.2208 -0.838
C 3.0556 18.5077 17.8182 -0.763
C 2.9569 17.2608 17.1375 -0.238
C 2.6411 16.0880 17.8292 0.423
C 1.8298 15.1122 21.6705 0.019
C 2.6072 14.5355 22.6672 -0.888
C 2.2274 14.6360 24.0107 -0.669
C 1.1377 15.4068 24.3481 -0.881
C 0.3439 16.0070 23.3322 -0.652
C 0.6803 15.8372 22.0312 0.077
P 3.3748 12.0898 19.2300 -0.992
C 4.5204 11.1584 20.3371 0.540
C 5.4263 11.7287 21.2169 -0.265
C 6.2488 10.9863 22.0901 -0.834
C 6.1532 9.6003 21.9497 -0.524
C 5.2045 8.9919 21.1684 -0.742
C 4.4030 9.7584 20.3218 -0.340
C 4.5273 12.3474 17.7944 0.732
C 4.5816 11.4695 16.7496 -0.003
C 5.4572 11.6195 15.7037 -0.604
C 6.2473 12.7587 15.6494 -0.591
C 6.2170 13.6572 16.6580 -0.602
C 5.4455 13.4310 17.7789 -0.536
H 4.3433 14.1466 20.2136 0.422
H 2.4356 17.3746 20.9295 0.455
H 2.7924 19.4500 19.7636 0.435
H 3.2830 19.3701 17.2510 0.447
H 3.0934 17.1641 16.0591 0.478
H 2.6107 15.1626 17.2645 -1.048
H 3.4423 13.9025 22.3324 0.260
H 2.9302 14.2507 24.7583 0.443
H 0.8195 15.6539 25.3241 0.468
H -0.5152 16.6434 23.5560 0.441
H -0.0064 16.2380 21.3055 0.324
H 5.4775 12.8222 21.2868 0.205
H 6.8724 11.4597 22.8120 0.487
H 6.7852 8.9581 22.5906 0.305
H 4.9972 7.9753 21.2272 0.516
H 3.6631 9.3316 19.7031 0.716
H 3.9112 10.5848 16.8029 0.164
H 5.4173 10.8486 14.9628 0.435
H 6.8186 12.9608 14.7637 0.371
H 6.7561 14.5853 16.5028 0.387
H 5.4913 14.1399 18.5832 0.264
N -2.1675 14.6053 16.6060 0.229
C -1.1255 15.2549 17.0896 0.090
O -0.4616 14.7161 17.9944 1.386
C -0.8062 16.5898 16.5384 -1.215
I -0.4492 17.9889 18.0963 0.027
H -2.4216 13.7095 17.0935 -0.891
H -2.7375 15.0085 15.8457 0.216
H -1.6203 17.0239 15.9733 0.612
H 0.1780 16.5933 16.0180 0.235
S 2.9612 13.8972 14.5608 -0.399
C 2.1398 13.4164 15.8695 0.576
N 1.4585 13.0368 16.7565 -0.085
```